[1]
{
  "formula": "C16H42NO17P5",
  "method": "ωB97M-V/def2-TZVPD",
  "symbols": ["C", "C", "C", "P", "N", "C", "O", "H", "H", "H", "H", "H", "H", "C", "O", "P", "O", "O", "C", "O", "C", "H", "H", "H", "H", "H", "H", "H", "H", "H", "C", "O", "P", "O", "O", "C", "O", "C", "H", "H", "H", "H", "H", "H", "H", "H", "H", "C", "O", "P", "O", "O", "C", "O", "C", "H", "H", "H", "H", "H", "H", "H", "H", "H", "C", "O", "P", "O", "O", "C", "O", "C", "H", "H", "H", "H", "H", "H", "H", "H", "H"],
  "positions_angstrom": [[1.904, -8.111, -1.682], [0.922, -7.160, -1.411], [-0.555, -7.726, -1.361], [-1.859, -6.380, -1.328], [-3.380, -7.243, -0.861], [-3.577, -8.002, -1.827], [-3.589, -8.936, -2.508], [2.713, -8.397, -0.972], [1.836, -8.659, -2.662], [1.144, -6.075, -1.261], [-0.701, -8.435, -2.232], [-0.597, -8.356, -0.439], [-2.072, -5.893, -2.662], [-0.465, -1.092, -4.253], [-1.763, -1.036, -3.660], [-2.587, -2.403, -3.589], [-1.824, -3.550, -3.082], [-3.164, -2.582, -5.058], [-3.767, -1.464, -5.707], [-3.859, -2.007, -2.726], [-3.692, -1.989, -1.306], [-0.238, -0.114, -4.675], [0.274, -1.331, -3.487], [-0.423, -1.838, -5.049], [-3.007, -0.926, -6.276], [-4.237, -0.786, -4.994], [-4.526, -1.833, -6.396], [-4.341, -1.219, -0.889], [-2.661, -1.768, -1.026], [-3.979, -2.958, -0.897], [1.712, 0.620, 1.111], [2.311, -0.674, 1.205], [3.205, -1.141, -0.032], [4.170, -0.142, -0.503], [2.148, -1.609, -1.123], [1.061, -2.444, -0.722], [3.838, -2.503, 0.489], [4.986, -2.397, 1.330], [0.800, 0.624, 1.706], [2.401, 1.366, 1.507], [1.459, 0.866, 0.077], [0.213, -1.817, -0.443], [1.330, -3.087, 0.117], [0.772, -3.069, -1.567], [4.978, -3.226, 2.037], [4.988, -1.460, 1.890], [5.888, -2.456, 0.720], [0.175, 7.036, -1.110], [1.488, 6.499, -1.260], [1.916, 5.340, -0.244], [0.924, 4.272, -0.079], [2.285, 6.117, 1.094], [3.103, 7.283, 1.016], [3.321, 4.873, -0.813], [3.301, 3.953, -1.909], [0.181, 8.063, -1.472], [-0.527, 6.450, -1.705], [-0.139, 7.033, -0.064], [2.467, 8.162, 0.905], [3.803, 7.232, 0.180], [3.668, 7.371, 1.943], [4.169, 4.145, -2.539], [2.398, 4.067, -2.511], [3.356, 2.934, -1.526], [-0.300, 4.226, 3.898], [-1.038, 3.724, 5.013], [-1.692, 2.275, 4.847], [-0.791, 1.254, 4.304], [-3.001, 2.533, 3.983], [-3.855, 3.622, 4.327], [-2.254, 1.977, 6.304], [-1.318, 1.489, 7.266], [-0.338, 5.314, 3.920], [0.737, 3.901, 3.975], [-0.724, 3.879, 2.953], [-3.545, 4.510, 3.774], [-3.834, 3.832, 5.397], [-4.873, 3.366, 4.038], [-1.611, 1.851, 8.251], [-0.306, 1.836, 7.052], [-1.336, 0.399, 7.266]],
  "atomic_forces_ev_per_a": [[-0.716, 0.653, -0.238], [-0.006, -1.267, -0.464], [0.484, 0.111, -2.263], [0.424, 1.139, 1.508], [-0.015, 0.228, -2.164], [1.153, -0.518, 2.571], [-0.822, -0.096, -1.287], [0.371, 1.418, -1.290], [-0.744, -0.753, 1.761], [-0.232, -1.170, 1.500], [0.221, 0.472, 0.855], [-0.202, 0.788, -0.623], [0.087, -0.990, 0.180], [0.432, -0.029, -0.047], [-0.468, -0.120, 0.173], [0.056, 0.002, 0.067], [-0.140, 0.226, -0.389], [0.054, -0.316, 0.587], [-0.128, 0.369, -0.283], [0.331, 0.144, -0.585], [-0.030, -0.042, 0.557], [-0.129, 0.005, 0.082], [-0.005, -0.037, -0.087], [0.013, 0.000, 0.052], [-0.033, 0.021, 0.052], [0.031, -0.056, -0.005], [0.074, -0.126, 0.092], [-0.002, -0.006, -0.181], [-0.051, -0.031, -0.028], [0.090, 0.024, -0.042], [-0.213, 0.505, 0.064], [0.317, -0.535, -0.138], [0.016, 0.243, 0.052], [-0.363, -0.238, -0.093], [0.650, 0.081, 0.052], [-0.460, -0.258, 0.079], [-0.532, 0.241, -0.134], [0.418, -0.027, 0.249], [0.092, -0.125, 0.051], [-0.042, 0.007, -0.114], [0.048, 0.042, 0.038], [0.025, -0.050, 0.051], [0.013, 0.059, -0.027], [0.080, 0.102, -0.033], [-0.140, -0.001, -0.105], [0.000, -0.038, -0.051], [-0.052, 0.073, 0.019], [-0.375, 0.079, -0.058], [0.395, -0.193, 0.063], [0.023, -0.321, -0.055], [0.151, 0.415, 0.222], [-0.097, -0.559, -0.240], [0.197, 0.432, 0.008], [-0.361, 0.631, 0.279], [0.058, -0.483, -0.367], [0.131, -0.061, -0.020], [-0.009, 0.004, 0.114], [-0.020, -0.031, -0.044], [0.044, -0.020, -0.044], [-0.044, -0.035, 0.034], [-0.091, -0.140, -0.009], [-0.008, 0.112, 0.151], [0.031, 0.012, 0.062], [-0.036, 0.055, -0.005], [0.325, 0.095, -0.347], [-0.352, -0.257, 0.366], [0.180, -0.138, -0.122], [-0.349, 0.281, -0.047], [0.337, -0.430, 0.294], [-0.242, 0.388, 0.017], [-0.076, 0.433, -0.465], [0.270, -0.225, 0.368], [-0.072, -0.057, 0.131], [-0.066, -0.025, -0.102], [0.091, 0.000, 0.006], [0.001, -0.006, 0.064], [0.018, -0.035, -0.044], [0.108, -0.123, -0.026], [-0.108, 0.057, -0.128], [-0.056, -0.035, -0.013], [0.047, 0.060, -0.057]],
  "fmax_ev_per_a": 2.86,
  "orbital_gap_ha": 0.310,
  "homo_ev": -8.03
}


[2]
{
  "formula": "C16H43Cl2CrNO14P3",
  "method": "ωB97M-V/def2-TZVPD",
  "symbols": ["Cr", "C", "C", "O", "H", "H", "H", "H", "H", "C", "C", "O", "N", "C", "H", "H", "H", "H", "H", "H", "H", "C", "O", "P", "O", "O", "C", "O", "C", "H", "H", "H", "H", "H", "H", "H", "H", "H", "C", "O", "P", "O", "O", "C", "O", "C", "H", "H", "H", "H", "H", "H", "H", "H", "H", "C", "O", "P", "O", "O", "C", "O", "C", "H", "H", "H", "H", "H", "H", "H", "H", "H", "Cl", "C", "C", "Cl", "H", "H", "H", "H"],
  "positions_angstrom": [[-10.032, -11.577, -14.123], [-12.404, -11.336, -11.080], [-10.860, -11.333, -10.835], [-10.051, -11.170, -12.003], [-12.883, -11.592, -10.135], [-12.684, -12.047, -11.857], [-12.780, -10.372, -11.422], [-10.673, -12.292, -10.352], [-10.586, -10.745, -9.959], [-14.022, -11.749, -15.240], [-12.889, -12.796, -15.088], [-11.999, -12.583, -14.304], [-12.949, -13.857, -15.947], [-11.908, -14.817, -16.227], [-13.799, -10.801, -14.751], [-14.916, -12.020, -14.677], [-14.307, -11.437, -16.244], [-13.780, -13.969, -16.511], [-11.129, -14.989, -15.484], [-11.480, -14.462, -17.165], [-12.434, -15.756, -16.397], [-12.912, -14.033, -8.330], [-12.787, -13.463, -7.006], [-12.005, -12.101, -6.593], [-12.664, -10.780, -6.899], [-11.710, -12.321, -4.987], [-10.986, -13.435, -4.548], [-10.538, -12.270, -7.344], [-9.628, -11.185, -7.192], [-12.812, -15.106, -8.162], [-12.197, -13.682, -9.074], [-13.931, -13.926, -8.702], [-10.673, -13.221, -3.526], [-10.112, -13.731, -5.130], [-11.668, -14.277, -4.429], [-9.976, -10.357, -6.575], [-9.439, -10.825, -8.204], [-8.765, -11.640, -6.706], [-7.625, -16.953, -12.696], [-7.976, -15.785, -13.426], [-9.068, -14.725, -12.866], [-9.311, -13.581, -13.845], [-10.362, -15.630, -12.454], [-11.575, -15.056, -12.046], [-8.496, -14.278, -11.446], [-7.348, -13.457, -11.296], [-8.371, -17.387, -12.030], [-6.823, -16.733, -11.992], [-7.354, -17.758, -13.379], [-11.631, -13.971, -12.130], [-11.838, -15.366, -11.035], [-12.310, -15.545, -12.685], [-7.634, -12.549, -10.766], [-6.926, -13.153, -12.254], [-6.641, -14.037, -10.703], [-11.869, -18.796, -9.943], [-10.621, -18.347, -10.273], [-9.766, -17.505, -9.074], [-9.795, -18.145, -7.708], [-8.332, -17.209, -9.706], [-7.188, -17.377, -8.853], [-10.329, -16.032, -9.124], [-9.653, -15.045, -8.395], [-12.515, -18.017, -10.348], [-12.072, -18.810, -8.872], [-11.976, -19.738, -10.479], [-7.056, -16.608, -8.091], [-6.263, -17.275, -9.421], [-7.126, -18.345, -8.355], [-8.747, -15.344, -7.869], [-10.287, -14.692, -7.581], [-9.412, -14.190, -9.027], [-12.642, -6.303, -7.813], [-11.877, -7.906, -8.203], [-10.586, -7.634, -9.013], [-9.303, -6.942, -7.995], [-12.583, -8.543, -8.735], [-11.609, -8.347, -7.243], [-10.680, -7.027, -9.913], [-10.130, -8.561, -9.361]],
  "atomic_forces_ev_per_a": [[-0.760, -2.981, 1.008], [0.929, 0.167, -0.237], [-1.553, 0.387, -1.940], [-0.839, -0.246, 2.190], [-0.065, 0.055, -0.044], [0.082, -0.195, 0.160], [0.195, 0.185, 0.232], [0.764, -1.077, -0.318], [0.616, 0.874, -0.349], [-0.138, 0.190, 0.666], [-4.050, -0.360, -4.423], [4.027, 0.856, 2.023], [-0.017, 1.878, 2.320], [-0.157, -0.475, -0.762], [0.760, -0.133, 0.142], [-0.149, -0.570, -0.278], [0.099, -0.717, -0.182], [-0.034, 0.328, 0.112], [-0.355, 0.498, 0.215], [0.469, -0.504, -0.037], [0.394, -0.139, -0.120], [-0.596, -0.577, 0.704], [1.133, 1.283, -0.171], [-0.453, 0.889, 0.764], [1.322, -2.632, 0.381], [-0.682, 1.371, -3.300], [-0.042, -1.331, 1.470], [-2.420, -0.314, 0.706], [0.454, -0.128, 0.116], [0.411, 0.031, -0.228], [0.196, 0.131, 0.299], [-0.014, 0.540, 0.104], [0.224, 0.220, -0.139], [-0.096, 0.302, -0.299], [0.065, -0.207, -0.356], [-0.287, -0.118, -0.037], [0.518, 0.206, 0.191], [0.349, 0.458, -0.307], [0.474, -1.534, 1.357], [-2.487, 2.518, -0.305], [0.644, -2.753, 1.207], [-0.070, 0.695, 0.531], [3.409, 1.532, -1.149], [-1.682, -0.374, 0.174], [-1.674, -0.189, -1.205], [0.588, 0.477, 0.198], [-0.680, 0.522, -0.428], [0.349, 0.167, -0.435], [0.195, 0.494, -0.231], [0.150, -0.067, -0.173], [0.493, 0.074, 0.151], [-0.310, 0.482, -0.081], [0.008, -0.097, 0.126], [0.162, -0.226, -0.013], [0.136, 0.253, -0.161], [-2.144, 0.229, -0.114], [5.201, 2.925, 1.894], [-0.877, -2.787, 1.137], [0.139, 1.286, -2.873], [0.204, -0.693, 0.308], [1.431, -0.283, 0.360], [-1.103, -0.226, -0.782], [0.115, 1.188, 1.356], [-0.872, -0.410, -0.152], [0.196, -0.637, 0.030], [-0.524, -0.040, 0.484], [-0.743, 0.118, 0.068], [-0.322, -0.145, -0.643], [-0.481, 0.005, -0.140], [0.091, -0.477, -0.408], [-0.212, 0.002, -0.213], [-0.059, -0.132, -0.186], [0.089, -0.779, -0.263], [0.877, 1.212, -0.156], [-0.096, -0.647, 0.158], [-0.042, 0.201, 0.054], [-0.005, 0.186, 0.051], [-0.183, -0.115, -0.207], [-0.423, 0.279, 0.342], [-0.266, -0.379, 0.057]],
  "fmax_ev_per_a": 6.26,
  "spin_multiplicity": 6,
  "orbital_gap_ha": [0.174, 0.139],
  "homo_ev": [-14.05, -14.05],
  "charge": 2
}


[3]
{
  "formula": "C16H43ClCuO6Si2",
  "method": "ωB97M-V/def2-TZVPD",
  "symbols": ["O", "O", "C", "C", "H", "H", "H", "H", "H", "C", "C", "H", "H", "H", "H", "H", "C", "C", "C", "H", "H", "H", "H", "H", "C", "H", "H", "H", "H", "H", "H", "Cu", "C", "Si", "H", "H", "C", "C", "C", "C", "Si", "H", "H", "C", "C", "C", "H", "H", "H", "H", "H", "H", "H", "H", "H", "H", "H", "H", "H", "H", "H", "H", "H", "H", "O", "Cl", "O", "O", "O"],
  "positions_angstrom": [[-0.407, -1.489, -0.727], [0.824, 1.525, -3.980], [0.022, -2.810, -1.245], [-0.856, -3.931, -0.704], [1.056, -2.936, -0.862], [0.067, -2.806, -2.331], [-0.869, -3.921, 0.370], [-0.489, -4.906, -1.052], [-1.864, -3.826, -1.108], [-1.625, -0.904, -1.392], [-1.682, -1.117, -2.897], [-1.684, 0.156, -1.168], [-2.496, -1.398, -0.888], [-0.824, -0.642, -3.382], [-2.583, -0.636, -3.294], [-1.744, -2.162, -3.148], [0.398, 2.399, -2.961], [2.157, 1.082, -3.824], [-1.010, 2.900, -3.271], [1.086, 3.281, -2.920], [0.408, 1.932, -1.938], [-1.113, 3.200, -4.320], [-1.243, 3.771, -2.648], [-1.753, 2.120, -3.048], [2.691, 0.573, -5.155], [2.228, 0.270, -3.057], [2.807, 1.922, -3.467], [2.109, -0.275, -5.518], [3.716, 0.246, -5.020], [2.694, 1.345, -5.916], [0.410, -0.973, 0.359], [-0.133, -0.488, 1.817], [1.498, -0.561, 0.616], [3.034, 0.221, 1.529], [1.881, -1.573, 0.363], [1.419, 0.082, -0.266], [4.593, -0.359, 0.556], [3.274, -0.320, 3.323], [3.016, 2.108, 1.465], [-1.835, -1.481, 2.085], [-3.183, -0.174, 2.152], [-1.629, -1.921, 3.063], [-1.859, -2.211, 1.313], [-4.620, -0.871, 1.162], [-2.734, 1.517, 1.401], [-3.659, 0.075, 3.927], [2.499, 2.437, 0.555], [4.036, 2.528, 1.442], [2.497, 2.539, 2.331], [4.657, -1.447, 0.582], [5.513, 0.049, 0.978], [4.520, -0.034, -0.482], [2.630, -1.178, 3.547], [3.040, 0.482, 4.041], [4.323, -0.625, 3.490], [-2.786, 1.469, 0.336], [-1.757, 1.820, 1.717], [-3.460, 2.207, 1.776], [-4.454, 0.832, 3.990], [-2.811, 0.425, 4.532], [-4.050, -0.858, 4.361], [-5.527, -0.337, 1.463], [-4.754, -1.941, 1.367], [-4.469, -0.735, 0.086], [-1.063, 1.725, 4.665], [0.203, 1.295, 4.015], [1.326, 1.780, 4.694], [0.212, -0.211, 3.930], [0.183, 1.741, 2.592]],
  "atomic_forces_ev_per_a": [[-1.774, -1.033, -3.061], [0.023, -0.199, 0.146], [0.142, 0.497, 1.161], [0.094, 0.093, -1.059], [-0.586, 0.192, -0.285], [-0.014, 0.145, -0.010], [-0.089, -0.031, 0.450], [0.049, 0.225, 0.111], [-0.126, -0.024, 0.230], [-0.207, -1.679, 0.718], [0.133, 0.620, 0.320], [0.492, 0.068, 0.320], [0.613, 0.455, -0.461], [-0.026, -0.152, -0.042], [0.091, -0.018, 0.165], [0.023, -0.357, -0.199], [-0.002, 0.847, 0.472], [0.662, 0.041, 0.297], [-0.102, -0.233, 0.174], [-0.261, -0.559, 0.030], [0.133, 0.099, -0.746], [0.137, -0.122, 0.194], [0.057, -0.194, -0.053], [0.133, 0.206, -0.176], [-0.207, -0.071, 0.270], [-0.169, 0.489, -0.343], [-0.490, -0.459, -0.178], [-0.040, 0.027, 0.011], [0.215, -0.132, 0.038], [-0.127, 0.171, -0.036], [0.491, 0.470, 0.506], [-0.368, 0.709, 2.002], [1.381, -0.223, -0.212], [0.505, 0.305, 0.632], [0.393, 0.727, -0.333], [0.655, -0.241, -0.359], [-1.035, 0.072, 0.148], [0.131, -0.190, -0.026], [-0.111, 0.011, -0.118], [0.247, 0.638, 0.643], [0.101, 0.330, -0.288], [0.007, -0.097, -0.056], [-0.156, -0.607, -0.610], [-0.049, -0.035, 0.099], [-0.112, -1.432, 0.568], [-0.191, -0.067, 0.414], [0.064, 0.132, 0.132], [-0.254, -0.291, -0.033], [0.103, -0.177, -0.332], [0.085, -0.101, -0.080], [-0.146, 0.070, 0.114], [0.082, -0.052, -0.133], [0.155, 0.123, 0.134], [0.053, -0.395, -0.387], [-0.361, 0.086, -0.133], [-0.050, 0.125, -0.842], [0.441, 0.378, 0.117], [-0.484, 0.629, 0.148], [0.148, -0.141, 0.022], [-0.316, -0.171, -0.236], [0.096, 0.214, -0.065], [-0.023, -0.116, -0.164], [-0.072, 0.190, -0.043], [-0.094, -0.023, 0.117], [2.543, -0.713, -1.065], [-4.032, -0.291, -0.733], [0.974, 0.361, 0.575], [0.075, 1.265, 0.159], [0.349, -0.386, 1.253]],
  "fmax_ev_per_a": 4.11,
  "spin_multiplicity": 2,
  "de_lowest_ev": 0.000,
  "orbital_gap_ha": [0.337, 0.303],
  "homo_ev": [-8.83, -9.82]
}